{
  "formula": "C10H15N2O3",
  "method": "ωB97M-V/def2-TZVPD",
  "symbols": ["C", "C", "C", "C", "C", "C", "C", "C", "C", "C", "N", "N", "O", "O", "O", "H", "H", "H", "H", "H", "H", "H", "H", "H", "H", "H", "H", "H", "H", "H"],
  "xyz": [[1.706451, -0.837993, 0.973101], [3.023524, -0.977951, 0.798706], [2.399019, 0.990306, -0.130175], [1.290726, 0.349723, 0.262924], [-0.075595, 0.869220, 0.191702], [-2.407161, 1.550033, -1.271535], [-3.093163, -0.759545, -0.887156], [-3.064517, 0.828422, 1.068087], [6.096673, -0.773369, -0.396934], [-2.372667, 0.358517, -0.236026], [3.547444, 0.159807, 0.109970], [4.751254, 0.472888, -0.275265], [-0.312266, 2.028846, 0.365787], [4.954473, 1.536054, -0.791979], [-1.025172, -0.032865, -0.025435], [1.105556, -1.555747, 1.434717], [3.738792, -1.754155, 1.304126], [2.327194, 1.804707, -0.875550], [-1.725363, 1.503006, -2.125192], [-3.369034, 1.501119, -1.601110], [-2.048369, 2.432721, -0.782480], [-2.885122, -1.609949, -0.280397], [-2.724222, -0.879552, -1.877102], [-4.087151, -0.488324, -0.843876], [-4.084231, 0.706725, 1.047045], [-2.802967, 0.109109, 1.896389], [-2.837474, 1.942661, 1.319576], [5.350352, -1.572492, -0.716320], [6.637952, -0.929518, 0.548527], [6.811064, -0.306662, -1.063113]],
  "atomic_forces_ev_per_a": [[1.048, 0.119, -1.311], [2.843, -2.304, 1.928], [-0.452, 1.090, -2.253], [0.928, -0.575, 1.161], [-1.836, 0.543, -0.014], [2.719, -0.752, 1.512], [1.984, -0.450, 0.945], [3.166, 0.687, 1.159], [-2.836, 0.105, 0.603], [-0.681, 3.390, -1.003], [-2.171, 0.327, 0.306], [2.495, -0.273, -0.772], [0.713, 0.823, 0.212], [-0.096, -0.910, 0.587], [1.964, -1.456, 0.359], [-0.877, -0.792, 0.718], [-1.479, 1.725, -1.272], [0.899, -0.348, 0.900], [-0.054, -0.878, -0.041], [-2.710, 0.816, -1.063], [-0.854, 0.755, 0.179], [-0.268, -1.176, 0.182], [0.077, -0.376, -0.867], [-2.262, 0.091, -0.277], [-2.534, -0.017, -0.666], [0.269, 0.988, -0.531], [-0.168, -2.205, -0.233], [1.837, 0.759, 0.147], [-1.013, 0.143, 0.092], [-0.649, 0.149, -0.688]],
  "lumo_energy_ev": [-6.062, -6.062],
  "homo_energy_ev": [-13.1810, -13.1810],
  "total_charge": 1
}

{
  "formula": "C10H15N3",
  "method": "ωB97M-V/def2-TZVPD",
  "symbols": ["C", "C", "C", "C", "C", "C", "C", "C", "C", "C", "N", "N", "N", "H", "H", "H", "H", "H", "H", "H", "H", "H", "H", "H", "H", "H", "H", "H"],
  "xyz": [[1.020411, 0.129742, 1.219088], [2.537071, 0.182958, -0.810627], [1.167332, 0.569076, -0.225683], [3.324949, -0.744079, -0.363299], [-0.000817, -0.290929, -0.767506], [-0.395601, -0.017764, 1.502533], [-0.167022, 2.899437, 0.405882], [-2.014413, -2.778919, 0.650968], [0.961079, 2.202149, -0.398736], [-2.131331, -1.339824, 0.236651], [1.714717, -0.486652, 2.035084], [4.007289, -1.700052, -0.105538], [-0.901266, -0.506642, 0.385691], [3.218692, 0.941739, -1.365676], [-0.605981, 0.086646, -1.597521], [0.431209, -1.239585, -1.093922], [-0.825242, -0.038397, 2.440628], [-0.418299, 2.447126, 1.341499], [-1.050326, 3.122948, -0.147810], [0.277483, 3.843004, 0.793580], [-2.929961, -3.336369, 0.563636], [-1.388243, -3.370965, 0.044267], [-1.721083, -3.036933, 1.670287], [2.016788, 2.623334, -0.420738], [0.662551, 2.515103, -1.397131], [-2.383621, -1.284737, -0.802267], [-2.938148, -0.946850, 0.953906], [4.780323, -1.798665, 0.638395]],
  "atomic_forces_ev_per_a": [[1.368, 0.975, 1.197], [0.251, 2.795, -0.907], [0.379, 1.689, -1.306], [0.201, -0.916, 1.214], [0.037, -0.157, -0.357], [0.739, -0.944, -2.554], [2.475, 1.007, 1.295], [0.215, -1.182, 0.657], [0.473, -1.189, -0.647], [-0.302, 0.861, 2.282], [-0.249, 0.053, -0.055], [2.305, -1.263, 0.853], [-1.442, -0.541, 0.524], [-1.748, -1.076, 0.550], [0.278, 0.357, 0.095], [-0.195, -0.187, 0.108], [-0.991, -0.114, 1.662], [-0.300, -0.758, 0.414], [-0.511, -0.012, -0.511], [-0.502, -0.134, -0.572], [-1.004, 0.340, -0.241], [1.259, -0.383, -0.967], [0.251, 0.852, 0.159], [-1.365, -0.205, 1.166], [0.110, -0.973, -0.725], [-0.609, 0.227, -0.442], [1.017, 0.143, -1.512], [-2.139, 0.734, -1.382]],
  "lumo_energy_ev": [0.485, 0.486],
  "homo_energy_ev": [-6.8416, -6.8523]
}

Result set for energy relative to the best compared isomer or geometry (same formula, charge and spin): 145.3; 139.0 kcal per mole, one per record in the order listed.
Result set for molecular weight: 211.24; 177.25 g mol⁻¹, one per record in the order listed.